#1
Here is C3H6ClFN2O in the gas phase from the Open Molecules 2025 dataset. Energies are from ωB97M-V/def2-TZVPD.

Values from the calculation:
frontier orbital gap	10.75	eV
SMILES	NN(C=O)C[C@@H](F)Cl

Atoms and positions in Å:
Cl  -2.261  0.729  -0.900
F  -2.397  -1.499  0.406
O  1.635  -1.520  -0.971
N  0.735  0.260  0.115
N  0.849  1.684  0.240
C  1.682  -0.358  -0.651
C  -0.369  -0.417  0.658
C  -1.451  -0.757  -0.311
H  -0.733  0.232  1.493
H  0.959  1.880  1.210
H  -0.031  2.084  -0.020
H  2.424  0.326  -1.150
H  -1.100  -1.296  -1.161
H  0.060  -1.349  1.039

---

#2
Here is C3H6ClFN2O in the gas phase from the Open Molecules 2025 dataset. Energies are from ωB97M-V/def2-TZVPD.

Values from the calculation:
frontier orbital gap	10.40	eV
SMILES	C/N=C(\NO)[C@H](F)Cl

Atoms and positions in Å:
Cl  2.737  -0.617  -0.823
F  2.033  -0.198  1.619
O  1.161  1.915  0.121
N  -0.781  -1.043  0.153
N  0.143  1.084  -0.337
C  -2.082  -0.555  -0.244
C  0.203  -0.233  0.115
C  1.547  -0.796  0.501
H  1.390  -1.834  0.704
H  -2.418  0.253  0.432
H  -2.809  -1.382  -0.182
H  -2.086  -0.170  -1.250
H  -0.760  1.502  -0.169
H  1.723  2.072  -0.641

---

Last place for stability: #2

---

#1
Here is a gas-phase ion, C7H13N2O (charge +1) from the Open Molecules 2025 dataset. Energies are from ωB97M-V/def2-TZVPD.

Values from the calculation:
frontier orbital gap	9.64	eV
net charge	+1
SMILES	CC1=[N+](C)C(=O)N(C)CC1

Atoms and positions in Å:
O  2.191  0.853  -0.921
N  0.772  -0.699  0.177
N  -0.014  1.497  -0.712
C  1.065  0.705  -0.518
C  -0.422  -1.129  0.339
C  -0.713  -2.427  1.026
C  0.259  2.857  -1.176
C  1.933  -1.458  0.454
C  -1.268  1.246  -0.013
C  -1.573  -0.256  -0.031
H  -0.510  -3.164  0.169
H  2.040  -2.229  -0.292
H  2.835  -0.784  0.744
H  -2.353  -0.432  0.549
H  -1.891  1.922  -0.492
H  -0.129  -2.386  1.947
H  -1.093  1.644  0.911
H  -0.250  2.855  -2.206
H  -1.871  -2.540  1.325
H  1.251  2.951  -1.245
H  -1.815  -0.660  -0.951
H  -0.340  3.659  -0.500
H  1.895  -2.024  1.416

---

#2
Here is a gas-phase ion, C7H13N2O (charge +1) from the Open Molecules 2025 dataset. Energies are from ωB97M-V/def2-TZVPD.

Values from the calculation:
frontier orbital gap	10.04	eV
net charge	+1
SMILES	CC(C)(C)C[n+]1ccon1

Atoms and positions in Å:
O  2.055  -1.109  2.449
N  1.435  -0.282  0.662
N  1.234  -1.320  1.440
C  -1.410  -1.256  0.066
C  -1.472  -0.088  -2.078
C  -0.855  -0.066  -0.702
C  2.673  0.061  2.330
C  -1.120  1.329  -0.018
C  2.321  0.643  1.173
C  0.662  -0.145  -0.682
H  3.400  0.372  3.025
H  0.985  0.718  -1.108
H  -0.321  1.722  0.625
H  1.022  -1.041  -1.175
H  -0.910  -1.416  1.053
H  -1.039  0.661  -2.877
H  -1.214  2.218  -0.681
H  -2.535  0.263  -1.924
H  -2.542  -0.967  0.254
H  2.518  1.529  0.693
H  -1.489  -1.056  -2.656
H  -1.443  -2.218  -0.464
H  -1.955  1.450  0.593

---

Last place for stability: #2

---

#1
Here is a molecular structure, C28H77AsF6N7O7 from the Open Molecules 2025 dataset. Energies are from ωB97M-V/def2-TZVPD.

Values from the calculation:
frontier orbital gap	8.33	eV
net charge	-1

Atoms and positions in Å:
As  17.538  -5.272  23.398
F  17.094  -3.521  23.767
F  18.655  -5.179  24.875
F  18.115  -6.955  23.160
F  16.195  -5.833  24.342
F  16.479  -5.286  21.977
F  18.922  -4.656  22.502
O  15.323  1.716  21.182
O  19.522  -0.178  24.879
O  17.897  -9.780  19.893
O  17.131  -4.939  28.931
O  20.973  -8.940  19.093
O  21.270  -1.118  17.523
O  22.288  -9.495  26.298
N  19.545  -6.937  20.785
N  21.315  -5.948  26.681
N  14.750  -4.006  26.294
N  21.043  -3.280  23.559
N  21.442  -4.024  17.959
N  16.238  -1.785  21.757
N  16.492  -7.303  19.754
C  21.522  -8.299  26.122
C  16.429  -0.324  21.588
C  19.438  -1.530  24.330
C  17.723  -0.090  20.677
C  21.191  -8.832  20.435
C  15.211  0.327  21.026
C  21.410  -7.121  22.354
C  20.584  -1.714  18.569
C  18.407  -11.080  19.745
C  20.922  -1.850  23.883
C  21.911  -7.218  27.098
C  21.483  0.290  17.755
C  21.657  -7.527  28.522
C  16.149  -5.203  27.877
C  21.389  -1.102  22.668
C  22.011  -9.584  18.262
C  14.761  2.448  20.008
C  20.269  -3.242  18.253
C  20.932  -7.347  20.932
C  16.067  -8.389  20.677
C  17.860  -6.077  29.470
C  19.741  -4.017  19.438
C  14.509  -8.241  20.776
C  18.317  0.166  25.671
C  15.567  -3.916  27.477
C  21.866  -10.633  25.552
C  14.538  -3.193  28.455
C  16.485  -9.740  20.182
H  22.225  -9.038  20.711
H  22.344  -8.317  28.824
H  21.549  -1.739  24.768
H  20.858  -1.530  21.817
H  18.990  -7.475  21.436
H  20.763  0.926  17.241
H  16.434  -8.175  21.681
H  18.628  -11.672  20.633
H  15.256  -4.145  25.431
H  15.946  -10.101  19.306
H  14.568  3.448  20.396
H  21.569  -6.786  20.248
H  21.070  -6.201  22.830
H  19.437  -6.017  21.187
H  19.652  -1.165  18.709
H  21.987  -4.131  18.803
H  16.615  0.196  22.528
H  19.574  -5.059  19.167
H  20.974  -4.918  17.988
H  22.192  -10.604  18.598
H  20.639  -7.906  28.613
H  16.927  -2.338  22.246
H  16.587  -5.783  27.065
H  18.059  1.224  25.637
H  15.324  -1.990  22.134
H  14.361  -0.018  21.615
H  14.058  -2.293  28.072
H  21.537  -5.257  27.384
H  18.325  -5.543  30.299
H  21.212  -10.461  24.696
H  17.294  -6.885  29.933
H  19.581  -3.459  17.435
H  16.292  -10.499  20.940
H  20.507  -8.628  26.346
H  20.386  -3.576  22.852
H  20.389  -3.887  20.305
H  14.242  -4.875  26.373
H  18.801  -3.573  19.765
H  18.577  0.109  26.728
H  19.092  -2.117  25.181
H  18.587  -0.534  21.172
H  16.369  -3.260  27.139
H  17.979  0.933  20.400
H  18.589  -6.594  28.846
H  22.902  -8.969  18.137
H  17.345  -0.305  25.522
H  13.986  -8.926  21.443
H  14.215  -7.342  21.318
H  21.179  -11.304  26.068
H  15.312  -5.793  28.251
H  20.332  -6.180  26.668
H  21.645  0.545  18.802
H  14.701  -2.800  29.459
H  16.363  -6.520  20.380
H  21.226  -0.026  22.728
H  21.515  -7.824  25.141
H  15.515  2.325  19.230
H  21.752  -9.803  17.226
H  15.719  -7.179  19.116
H  14.824  -0.029  20.071
H  22.453  0.435  17.279
H  17.677  -11.579  19.108
H  17.600  -0.736  19.808
H  19.338  -11.114  19.179
H  22.978  -7.291  26.886
H  14.049  -8.290  19.790
H  21.868  -6.703  29.203
H  13.725  -3.853  28.754
H  13.900  1.906  19.616
H  22.492  -7.253  22.394
H  21.151  -1.695  19.499
H  22.680  -11.265  25.197
H  20.643  -3.836  24.301
H  21.146  -7.972  22.983
H  20.612  -9.599  20.949
H  18.656  -1.565  23.572
H  22.439  -1.264  22.424

---

#2
Here is a molecular structure, C28H77AsF6N7O7 from the Open Molecules 2025 dataset. Energies are from ωB97M-V/def2-TZVPD.

Values from the calculation:
frontier orbital gap	7.97	eV
net charge	-1

Atoms and positions in Å:
As  0.719  0.397  -0.212
F  0.282  1.805  0.784
F  -0.082  -0.613  0.991
F  1.566  1.333  -1.385
F  0.969  -1.096  -1.167
F  -0.767  0.654  -1.106
F  2.218  0.311  0.736
O  3.001  3.944  -0.291
O  4.193  -3.387  -2.104
O  -5.405  1.491  2.727
O  -4.008  -2.287  3.411
O  5.073  1.287  4.221
O  -4.783  -2.024  -1.782
O  -0.108  -2.072  -4.753
N  3.988  -0.585  -1.671
N  2.446  3.243  2.526
N  0.214  4.412  -0.374
N  -2.351  -2.158  1.042
N  -2.792  1.370  1.443
N  -2.065  -2.445  -6.780
N  -3.383  0.372  -1.736
C  -0.938  -3.884  2.002
C  -3.850  -0.177  -3.019
C  5.316  -0.705  0.361
C  -0.312  -3.360  -5.281
C  4.476  -2.854  -0.797
C  -4.499  -2.103  4.744
C  1.197  5.471  -0.608
C  -4.267  2.163  3.286
C  -2.738  0.182  -4.049
C  3.411  -4.535  -1.986
C  5.394  0.744  5.500
C  -2.254  -4.827  -6.071
C  -5.226  -3.349  -1.924
C  4.580  4.223  3.167
C  -1.805  -3.391  -5.712
C  -6.588  2.116  3.167
C  -2.333  -3.267  2.003
C  1.295  6.336  0.651
C  -2.679  -2.771  3.404
C  4.978  -1.407  -0.989
C  -1.749  2.241  3.536
C  -3.976  -1.684  -2.912
C  3.805  2.951  2.999
C  3.837  2.005  4.203
C  1.045  -1.956  -3.945
C  4.338  3.539  -0.647
C  2.524  4.983  -1.150
C  -2.929  1.517  2.892
H  -1.450  3.171  3.052
H  -1.510  -1.640  -6.500
H  6.321  -0.955  0.704
H  -1.794  -0.283  -3.776
H  6.377  0.339  5.258
H  4.755  3.921  -1.579
H  5.310  0.364  0.142
H  -0.880  1.581  3.573
H  -6.928  2.976  2.585
H  -4.799  0.260  -3.329
H  3.103  -0.495  -1.168
H  -0.123  -4.159  -4.559
H  -5.173  -3.834  -0.944
H  5.474  1.524  6.260
H  2.004  -2.202  -4.408
H  3.778  -5.237  -1.226
H  3.755  2.527  5.161
H  3.636  -1.280  -2.339
H  -1.938  2.431  4.599
H  3.377  -5.037  -2.954
H  -2.041  -5.489  -5.233
H  -4.379  3.197  2.947
H  -1.861  -2.088  3.671
H  -3.082  -0.089  -5.053
H  4.227  2.317  2.203
H  -2.358  0.332  -1.662
H  2.546  4.519  -2.145
H  2.362  -4.426  -1.679
H  -3.872  -1.445  5.354
H  -7.336  1.328  3.027
H  2.072  2.316  2.330
H  -1.698  -2.768  -7.668
H  -5.476  -1.636  4.844
H  0.309  -3.438  -6.182
H  -1.668  -5.200  -6.918
H  1.174  -0.957  -3.528
H  -2.814  2.229  0.888
H  -3.540  1.375  -1.718
H  3.574  -2.797  -0.186
H  1.894  7.234  0.490
H  0.326  6.666  1.021
H  3.037  1.279  4.029
H  3.220  5.825  -1.275
H  4.723  4.914  2.328
H  2.542  3.629  1.588
H  -3.291  -4.878  -6.398
H  5.106  3.651  0.120
H  -4.627  -4.004  -2.565
H  -1.778  1.305  1.309
H  5.282  -3.485  -0.415
H  -4.328  -2.027  -3.895
H  -6.549  2.273  4.250
H  -6.266  -3.447  -2.253
H  4.123  2.472  -0.762
H  5.868  -1.307  -1.614
H  -0.111  -3.346  2.464
H  5.607  4.093  3.515
H  -2.490  -3.590  4.111
H  -0.924  -4.845  2.538
H  0.462  3.622  -0.966
H  4.667  -0.037  5.735
H  -3.029  -2.221  -2.770
H  1.752  5.703  1.414
H  -2.291  -2.542  0.102
H  0.836  6.147  -1.396
H  3.969  4.869  3.808
H  -2.954  0.535  3.368
H  0.951  -2.508  -3.006
H  -4.549  -3.135  5.100
H  4.588  -0.859  1.158
H  -1.522  -1.557  1.021
H  0.423  4.016  0.539
H  -4.254  2.071  4.379
H  -2.565  1.259  -4.047
H  -0.713  -4.153  0.969
H  -3.157  -3.881  1.638
H  -2.390  -3.147  -4.823

---

Last place for stability: #1